1.
{"formula": "C27H68ClFN5O4PS2", "method": "wB97M-V/def2-TZVPD", "total_charge": 0, "total_energy_ha": -3341.8935, "e_above_lowest_kj_mol": 513.22, "mol_weight_g_mol": 676.4, "orbital_gap_ev": 5.772, "lumo_ev": -2.0, "elements": ["Cl", "S", "S", "P", "F", "O", "O", "O", "O", "N", "N", "N", "N", "N", "C", "C", "C", "C", "C", "C", "C", "C", "C", "C", "C", "C", "C", "C", "C", "C", "C", "C", "C", "C", "C", "C", "C", "C", "C", "C", "C", "H", "H", "H", "H", "H", "H", "H", "H", "H", "H", "H", "H", "H", "H", "H", "H", "H", "H", "H", "H", "H", "H", "H", "H", "H", "H", "H", "H", "H", "H", "H", "H", "H", "H", "H", "H", "H", "H", "H", "H", "H", "H", "H", "H", "H", "H", "H", "H", "H", "H", "H", "H", "H", "H", "H", "H", "H", "H", "H", "H", "H", "H", "H", "H", "H", "H", "H", "H"], "coordinates": [[3.267, 2.276, -1.490], [1.267, -1.323, -0.288], [-1.357, 0.078, -1.892], [-0.067, 1.173, -0.885], [2.583, -2.074, 0.586], [-0.645, 1.572, 0.737], [0.985, -2.241, -1.499], [0.056, -1.383, 0.723], [0.041, 2.689, -1.753], [5.406, -4.607, -2.807], [0.883, -6.646, 0.363], [-4.069, 5.663, 4.532], [1.531, 0.354, -0.659], [-2.834, 6.720, -0.896], [-2.434, 6.447, -2.279], [-5.344, 6.342, -1.217], [-3.605, 4.451, 5.211], [6.157, -6.533, -4.316], [6.744, -4.166, -2.403], [7.420, -3.244, -3.414], [2.456, 0.597, -1.818], [0.876, -5.209, 0.644], [-0.455, -7.622, 2.313], [4.799, -0.268, -0.768], [-4.579, 6.687, 5.449], [-0.459, -4.563, 1.004], [4.643, -5.227, -1.720], [-2.395, 5.691, 0.052], [0.858, -7.514, 1.545], [0.000, -7.102, -0.713], [-2.597, 7.643, -3.214], [-2.787, 3.520, 4.320], [5.309, -5.282, -4.103], [0.249, -6.407, -2.049], [-4.200, 7.209, -0.699], [-6.135, 4.629, 3.430], [5.180, -6.529, -1.135], [-4.862, 5.463, 3.317], [3.693, -0.448, -2.006], [-2.970, 4.289, -0.114], [-5.825, 6.350, 6.261], [-1.265, -4.863, 0.330], [-2.076, 8.524, -2.822], [-0.027, -5.349, -2.013], [-2.373, 2.703, 4.917], [-5.964, 7.101, 7.046], [-4.218, 4.996, 2.561], [4.646, -6.762, -0.207], [1.805, 0.687, -2.786], [3.608, -5.387, -2.047], [-0.754, -4.788, 2.029], [3.402, -1.562, -2.210], [1.650, -7.206, 2.239], [4.566, -4.498, -0.903], [-3.775, 6.938, 6.154], [-0.394, -8.452, 3.026], [-4.282, 8.195, -1.171], [7.191, -6.400, -3.987], [-1.302, 5.616, -0.014], [1.146, -8.524, 1.227], [-4.759, 7.616, 4.893], [4.220, 0.036, 0.230], [1.278, -4.687, -0.233], [-6.724, 6.366, 5.644], [-6.268, 6.934, -1.240], [5.022, -7.371, -1.810], [8.355, -2.859, -2.997], [5.309, -1.343, -0.673], [-0.313, 2.533, -2.699], [0.170, -8.175, -0.878], [-0.056, 2.356, 1.026], [6.781, -2.387, -3.655], [-6.946, 5.190, 3.895], [-5.118, 6.438, 2.882], [-6.476, 4.347, 2.427], [7.666, -3.770, -4.341], [6.244, -6.469, -0.890], [7.404, -5.014, -2.195], [-2.587, 6.034, 1.076], [-3.650, 7.897, -3.367], [-5.981, 3.702, 3.989], [-1.951, 4.053, 3.854], [4.287, -0.091, -2.978], [-4.009, 4.237, 0.216], [-2.909, 3.931, -1.145], [-1.369, 6.178, -2.292], [-4.435, 3.888, 5.648], [-5.531, 5.488, -0.567], [-2.405, 3.585, 0.508], [5.570, -4.560, -4.886], [-0.356, -6.878, -2.830], [-4.367, 7.410, 0.367], [5.735, -7.399, -3.806], [-3.400, 3.073, 3.531], [1.600, -4.987, 1.439], [-1.056, -6.992, -0.445], [6.660, -3.600, -1.465], [-0.367, -3.473, 0.931], [-5.170, 5.981, -2.234], [6.187, -6.775, -5.385], [-2.953, 4.743, 6.046], [-2.170, 7.408, -4.193], [4.260, -5.529, -4.310], [-1.307, -7.819, 1.657], [-5.751, 5.377, 6.753], [-2.976, 5.592, -2.696], [1.301, -6.486, -2.345], [-0.658, -6.721, 2.893], [5.602, 0.562, -1.072]]}

2.
{"formula": "C27H68ClN2O12", "method": "wB97M-V/def2-TZVPD", "total_charge": -1, "total_energy_ha": -2541.7913, "e_above_lowest_kj_mol": 65.67, "mol_weight_g_mol": 648.3, "orbital_gap_ev": 8.373, "lumo_ev": 2.4, "elements": ["Cl", "O", "O", "O", "O", "O", "O", "O", "O", "O", "O", "O", "O", "N", "N", "C", "C", "C", "C", "C", "C", "C", "C", "C", "C", "C", "C", "C", "C", "C", "C", "C", "C", "C", "C", "C", "C", "C", "C", "C", "C", "C", "H", "H", "H", "H", "H", "H", "H", "H", "H", "H", "H", "H", "H", "H", "H", "H", "H", "H", "H", "H", "H", "H", "H", "H", "H", "H", "H", "H", "H", "H", "H", "H", "H", "H", "H", "H", "H", "H", "H", "H", "H", "H", "H", "H", "H", "H", "H", "H", "H", "H", "H", "H", "H", "H", "H", "H", "H", "H", "H", "H", "H", "H", "H", "H", "H", "H", "H", "H"], "coordinates": [[1.754, -0.876, 0.778], [0.334, -0.933, 0.805], [2.333, -1.096, 2.072], [1.796, -4.659, -3.758], [2.216, -1.893, -0.120], [3.100, -2.191, -4.709], [2.206, 0.403, 0.283], [5.197, -2.809, -1.676], [0.993, 1.534, -2.204], [3.436, -1.275, 4.912], [3.006, 2.983, 1.907], [-1.461, -0.411, 3.256], [-0.233, -5.195, 2.287], [-2.718, 0.233, 3.148], [-0.402, 1.788, -2.200], [2.088, 5.094, 1.168], [-3.648, -0.612, 2.388], [1.170, -5.738, -1.729], [4.700, -0.736, 4.642], [-3.873, -1.900, 3.223], [-0.122, 3.680, -3.816], [-2.522, 1.693, 2.999], [-3.078, 2.434, -3.251], [-0.832, 0.389, -4.234], [-0.964, -0.541, -1.941], [2.457, -1.099, -4.048], [-4.969, 0.148, 2.436], [5.851, -2.350, 0.537], [-0.160, 4.010, -1.343], [-1.836, 2.296, 4.234], [-2.732, 1.064, -2.696], [-4.911, 1.643, 2.077], [-1.809, 2.052, 1.694], [-3.925, 2.383, 2.967], [-3.307, -0.887, 0.902], [-1.238, 0.705, -2.787], [-0.730, 3.188, -2.474], [-2.265, 3.444, -2.444], [1.769, 3.634, 1.655], [5.510, -3.439, -0.461], [-0.320, -4.258, 1.212], [1.694, -4.440, -2.390], [-0.956, -0.668, -4.471], [0.963, 3.590, -3.742], [0.254, 0.486, -4.299], [2.636, -4.166, -1.911], [-2.672, 3.485, -1.433], [4.712, -4.121, -0.161], [-1.087, -0.167, 2.398], [-5.735, -0.366, 1.853], [-4.561, 1.770, 1.049], [6.150, -2.688, 1.533], [0.230, -5.956, -2.234], [-1.613, 3.126, 1.681], [-0.372, 3.087, -4.696], [-2.680, 2.459, -4.268], [2.559, 5.168, 0.189], [-4.579, -2.598, 2.767], [-0.911, -3.412, 1.569], [-1.096, -0.268, -0.893], [2.520, -2.941, -4.541], [0.615, -3.834, 0.846], [2.443, -1.359, -2.987], [1.453, -0.963, -4.450], [0.097, -0.800, -1.975], [1.154, 5.653, 1.057], [-4.132, 2.704, -3.206], [-3.529, -0.019, 0.277], [-1.923, 3.380, 4.308], [-1.491, -1.458, -2.201], [-0.780, 1.685, 1.631], [5.008, -1.675, 0.691], [0.930, 4.033, -1.321], [-0.792, 1.981, 4.220], [-0.851, -4.680, 0.357], [2.980, -1.375, 4.071], [-2.338, 1.917, 5.125], [4.367, -2.348, -1.510], [1.096, -5.614, -0.649], [-2.446, 4.418, -2.901], [5.237, -0.614, 5.583], [1.182, 3.709, 2.571], [1.217, 3.107, 0.877], [2.486, -5.323, -3.856], [3.078, -0.209, -4.138], [-4.256, -1.721, 4.227], [6.730, -1.768, 0.260], [2.919, 2.142, 1.447], [-2.301, 1.691, 0.792], [-2.274, -1.171, 0.701], [6.421, -4.033, -0.561], [1.103, 1.169, -1.317], [-3.276, 0.262, -3.198], [-3.837, 3.417, 2.634], [-2.984, 1.067, -1.632], [-0.444, 5.046, -1.551], [-2.970, -2.501, 3.341], [0.939, -3.670, -2.233], [-4.343, 2.401, 3.976], [5.252, -1.474, 4.054], [-0.830, -5.907, 2.047], [-1.280, 1.061, -4.965], [-3.982, -1.615, 0.448], [4.599, 0.222, 4.129], [1.886, -6.558, -1.817], [2.649, 5.674, 1.901], [-5.284, 0.059, 3.479], [-5.911, 2.077, 2.066], [-0.371, 4.725, -4.001], [-0.537, 3.807, -0.341]]}

3.
{"formula": "C27H69F5N12O3P3", "method": "wB97M-V/def2-TZVPD", "total_charge": 1, "total_energy_ha": -3475.9776, "mol_weight_g_mol": 797.8, "orbital_gap_ev": 3.747, "lumo_ev": -5.1, "elements": ["P", "P", "P", "F", "F", "F", "F", "F", "O", "O", "O", "N", "N", "N", "N", "N", "N", "N", "N", "N", "N", "N", "N", "C", "C", "C", "C", "C", "C", "C", "C", "C", "C", "C", "C", "C", "C", "C", "C", "C", "C", "C", "C", "C", "C", "C", "C", "C", "C", "C", "H", "H", "H", "H", "H", "H", "H", "H", "H", "H", "H", "H", "H", "H", "H", "H", "H", "H", "H", "H", "H", "H", "H", "H", "H", "H", "H", "H", "H", "H", "H", "H", "H", "H", "H", "H", "H", "H", "H", "H", "H", "H", "H", "H", "H", "H", "H", "H", "H", "H", "H", "H", "H", "H", "H", "H", "H", "H", "H", "H", "H", "H", "H", "H", "H", "H", "H", "H", "H"], "coordinates": [[0.566, 2.072, 4.908], [-1.044, -0.444, -3.077], [7.601, 3.714, 4.336], [-6.039, -5.667, -6.237], [-4.034, -4.575, -3.866], [-4.022, -5.300, -7.060], [-4.296, -6.512, -5.292], [-3.647, -3.318, -5.582], [-1.910, 0.768, -3.293], [-0.418, 2.074, 6.045], [6.159, 3.386, 4.609], [1.381, 2.600, 3.456], [-9.061, -2.447, -6.149], [-1.123, -0.600, -1.369], [-0.422, -2.057, -3.316], [1.997, 2.375, 5.792], [8.997, 4.661, 3.886], [8.192, 3.645, 5.943], [-11.069, -2.659, -4.852], [8.067, 2.355, 3.391], [0.443, 0.192, -3.639], [-10.973, -3.539, -7.003], [0.419, 0.444, 4.363], [1.414, -0.594, 4.511], [-0.047, -0.342, -0.438], [0.871, 2.141, 2.158], [-11.025, -5.006, -6.662], [1.847, 2.761, 7.191], [-11.984, -3.822, -4.701], [1.435, 4.085, 3.396], [7.203, 3.556, 7.013], [-6.610, -2.853, -5.912], [0.402, 1.483, -4.321], [-2.454, -0.680, -0.785], [-4.745, -5.430, -5.942], [-0.494, -2.432, -4.754], [9.429, 3.014, 6.365], [-11.326, -5.113, -5.159], [9.422, 4.678, 2.478], [7.263, 2.082, 2.209], [-0.921, -0.008, 4.025], [-4.565, -4.146, -5.046], [3.269, 1.699, 5.603], [8.823, 6.081, 4.296], [-10.345, -2.854, -6.005], [1.734, 0.015, -2.999], [-1.017, -3.167, -2.557], [8.951, 1.289, 3.808], [-5.841, -3.420, -4.697], [-8.008, -3.488, -6.018], [1.556, -0.896, 5.556], [-0.785, -3.090, -1.498], [1.873, 0.705, -2.159], [-3.123, 0.085, -1.190], [6.798, 2.541, 7.115], [2.537, 0.206, -3.716], [-10.394, -5.320, -4.636], [0.439, 4.520, 3.271], [-2.431, -0.549, 0.295], [-1.255, 0.429, 3.071], [-0.303, -0.668, 0.572], [9.748, 6.636, 4.145], [4.080, 2.297, 6.023], [-0.967, -1.090, 3.913], [1.888, -1.005, -2.654], [1.627, 1.900, 7.834], [-0.581, -4.109, -2.893], [8.026, 6.570, 3.728], [1.871, 4.488, 4.308], [3.289, 0.720, 6.098], [9.809, 3.710, 2.170], [0.211, 0.723, -0.392], [9.203, 0.643, 2.966], [6.191, 2.123, 2.426], [1.421, 2.624, 1.349], [7.471, 1.096, 1.798], [1.029, 1.073, 2.024], [-6.433, -4.055, -4.046], [-1.526, -2.525, -5.092], [8.618, 4.972, 1.797], [0.308, 2.317, -3.616], [-11.748, -5.528, -7.280], [-12.335, -3.930, -3.680], [-12.011, -5.940, -5.009], [0.016, -3.379, -4.933], [3.523, 1.574, 4.553], [-10.065, -5.480, -6.857], [1.315, 1.627, -4.903], [2.063, 4.409, 2.566], [2.378, -0.290, 4.095], [-8.845, -1.477, -6.316], [1.135, -1.482, 3.940], [10.255, 3.230, 5.690], [-8.259, -4.094, -5.150], [-0.005, -1.683, -5.375], [6.378, 4.241, 6.842], [-11.606, -1.794, -4.916], [-12.874, -3.627, -5.305], [-1.651, 0.269, 4.791], [-0.425, 1.529, -5.022], [8.513, 0.663, 4.596], [-8.065, -4.141, -6.888], [-10.422, -3.408, -7.848], [-0.193, 2.361, 2.027], [-5.536, -2.575, -4.079], [8.575, 6.145, 5.354], [-2.910, -1.663, -0.980], [-6.659, -1.771, -5.909], [9.322, 1.928, 6.467], [10.245, 5.384, 2.357], [-2.101, -3.230, -2.680], [-6.082, -3.171, -6.809], [2.765, 3.232, 7.548], [9.912, 1.675, 4.155], [7.655, 3.841, 7.965], [0.847, -0.921, -0.685], [7.471, 2.812, 1.413], [9.736, 3.406, 7.339], [1.053, 3.492, 7.313]]}

4.
{"formula": "C27H70N3O11", "method": "wB97M-V/def2-TZVPD", "total_charge": 1, "total_energy_ha": -2062.2982, "mol_weight_g_mol": 612.9, "orbital_gap_ev": 6.966, "lumo_ev": -4.4, "elements": ["O", "O", "O", "O", "O", "O", "O", "O", "O", "O", "O", "N", "N", "N", "C", "C", "C", "C", "C", "C", "C", "C", "C", "C", "C", "C", "C", "C", "C", "C", "C", "C", "C", "C", "C", "C", "C", "C", "C", "C", "C", "H", "H", "H", "H", "H", "H", "H", "H", "H", "H", "H", "H", "H", "H", "H", "H", "H", "H", "H", "H", "H", "H", "H", "H", "H", "H", "H", "H", "H", "H", "H", "H", "H", "H", "H", "H", "H", "H", "H", "H", "H", "H", "H", "H", "H", "H", "H", "H", "H", "H", "H", "H", "H", "H", "H", "H", "H", "H", "H", "H", "H", "H", "H", "H", "H", "H", "H", "H", "H", "H"], "coordinates": [[-2.048, 4.937, -3.961], [0.851, -10.110, 4.054], [4.413, -2.502, 4.171], [2.932, 6.355, -2.265], [5.417, 8.827, 1.665], [2.604, -7.631, 3.934], [-0.223, 4.223, -0.576], [-1.077, -5.278, -0.413], [0.357, -3.536, 2.731], [-2.296, 1.789, -2.164], [-6.775, 2.177, -5.337], [-3.705, 0.159, 1.508], [-2.745, -0.236, 2.313], [-4.460, 1.668, -2.870], [-2.242, -0.785, -0.243], [-2.061, -1.040, -1.731], [4.382, -0.331, 3.114], [-1.228, -1.193, 0.674], [4.650, 10.018, 1.503], [-3.141, -0.423, -2.645], [1.699, -4.033, 2.600], [-0.728, 5.540, -0.365], [-1.624, -0.860, 2.041], [3.018, 7.218, -1.133], [0.953, -11.216, 3.153], [3.933, -8.117, 3.806], [-3.406, -0.157, 0.282], [3.776, 6.541, -0.008], [-2.195, 5.495, 0.018], [-0.337, -11.375, 2.372], [5.408, 11.037, 0.674], [1.708, -5.308, 1.785], [-3.264, -5.670, 0.536], [-5.601, 4.191, -5.945], [-1.996, 5.972, -4.947], [-1.503, 5.417, -6.269], [3.948, -9.394, 2.992], [-6.745, 3.251, -6.276], [3.632, -1.328, 3.978], [-1.770, -5.909, 0.661], [-3.219, 1.116, -2.527], [-2.158, 4.617, -6.616], [2.722, -5.692, 1.674], [4.527, -7.343, 3.318], [-4.651, 3.652, -5.963], [-3.634, -6.059, -0.414], [-0.140, 5.998, 0.431], [3.338, -10.159, 3.469], [2.296, -3.264, 2.112], [5.233, -2.241, 4.603], [3.527, -9.220, 1.999], [-7.703, 3.777, -6.248], [3.854, 7.195, 0.860], [-4.138, -0.900, -2.560], [2.109, -4.205, 3.598], [-0.557, -10.465, 1.810], [-1.180, -11.547, 3.046], [4.623, -0.772, 2.145], [-1.078, -0.666, -2.074], [1.175, -12.120, 3.728], [-3.001, 6.380, -5.055], [-5.718, 4.600, -4.937], [-1.389, -5.512, 1.607], [-2.334, 4.905, 0.926], [-0.503, 4.989, -6.159], [-0.154, -4.223, 3.174], [-3.487, -4.598, 0.553], [-3.808, -6.153, 1.349], [2.004, 7.485, -0.815], [3.276, 5.616, 0.292], [-1.156, 4.586, -3.863], [-4.180, 0.112, -0.453], [6.238, 9.067, 2.108], [-4.805, 1.193, -3.705], [-2.054, -2.139, -1.894], [3.531, 8.129, -1.444], [-0.271, -12.212, 1.675], [-1.337, 6.769, -4.589], [1.093, -6.075, 2.260], [-0.583, 6.122, -1.281], [-2.822, -0.621, -3.692], [4.821, 11.947, 0.540], [2.085, -8.317, 4.376], [-1.466, 6.197, -7.032], [-4.376, 2.673, -3.008], [1.287, -5.131, 0.792], [-0.285, -1.698, 0.458], [-1.548, -6.974, 0.622], [-1.269, -4.336, -0.365], [4.781, 6.270, -0.334], [-6.618, 2.822, -7.269], [-6.896, 2.568, -4.464], [-0.739, 3.823, -1.287], [2.699, -1.623, 3.499], [3.716, 9.744, 1.012], [-2.783, 5.017, -0.769], [2.470, 5.556, -1.984], [4.414, 10.423, 2.493], [3.790, 0.573, 2.952], [5.649, 10.626, -0.308], [6.354, 11.298, 1.153], [-2.587, 6.500, 0.187], [4.965, -9.776, 2.880], [3.395, -0.895, 4.956], [-0.962, -1.143, 2.871], [4.345, -8.288, 4.806], [0.118, -10.291, 4.652], [-2.918, -0.016, 3.295], [1.785, -11.023, 2.480], [-5.551, 5.018, -6.655], [5.328, -0.049, 3.582]]}